{
  "formula": "C32H72F10N9O20S10",
  "method": "the ωB97M-V functional and the def2-TZVPD basis",
  "spin_multiplicity": 1,
  "de_lowest_kcal_mol": 221.9,
  "homo_lumo_gap_ev": 5.786,
  "total_charge": -1,
  "symbols": ["C", "C", "C", "N", "C", "C", "C", "C", "C", "H", "H", "H", "H", "H", "H", "H", "H", "H", "H", "H", "H", "H", "H", "H", "H", "H", "H", "C", "C", "C", "N", "C", "C", "C", "C", "C", "H", "H", "H", "H", "H", "H", "H", "H", "H", "H", "H", "H", "H", "H", "H", "H", "H", "H", "C", "C", "C", "N", "C", "C", "C", "C", "C", "H", "H", "H", "H", "H", "H", "H", "H", "H", "H", "H", "H", "H", "H", "H", "H", "H", "H", "C", "C", "C", "N", "C", "C", "C", "C", "C", "H", "H", "H", "H", "H", "H", "H", "H", "H", "H", "H", "H", "H", "H", "H", "H", "H", "H", "N", "S", "O", "O", "F", "S", "O", "O", "F", "N", "S", "O", "O", "F", "S", "O", "O", "F", "N", "S", "O", "O", "F", "S", "O", "O", "F", "N", "S", "O", "O", "F", "S", "O", "O", "F", "N", "S", "O", "O", "F", "S", "O", "O", "F"],
  "coordinates": [[9.31605, -1.75065, -8.77334], [8.30096, -0.96772, -9.59766], [8.08909, 0.42247, -8.88279], [6.82337, 1.29365, -9.36407], [7.08627, 2.05844, -10.64193], [5.59733, 0.32306, -9.42112], [4.37570, 1.23632, -9.18206], [4.84234, 2.25057, -8.19364], [6.40988, 2.28500, -8.19073], [10.26089, -1.21384, -8.85827], [9.40068, -2.66906, -9.35427], [9.11201, -1.90146, -7.71329], [7.36626, -1.52326, -9.52130], [8.55248, -0.87366, -10.65407], [8.91833, 1.12473, -8.96820], [7.90173, 0.11278, -7.85465], [6.89655, 1.44451, -11.52238], [8.05309, 2.55219, -10.54401], [6.27360, 2.78448, -10.66485], [5.65825, -0.25517, -10.34310], [5.73239, -0.32023, -8.55162], [4.25697, 1.74659, -10.13790], [3.49285, 0.66868, -8.88804], [4.55138, 3.29082, -8.33966], [4.34096, 1.93440, -7.27889], [6.87570, 3.26053, -8.33019], [6.78805, 1.79934, -7.29116], [0.13881, -1.53694, 1.81180], [-0.23009, -1.43877, 0.36700], [-1.76313, -1.43582, 0.21855], [-2.22411, -1.45080, -1.30342], [-2.02581, -2.86724, -1.91011], [-1.67804, -0.40828, -2.24711], [-2.70150, 0.72495, -2.44326], [-3.79130, 0.32194, -1.44471], [-3.73719, -1.20205, -1.38375], [1.22558, -1.54763, 1.89491], [-0.19350, -2.47304, 2.26056], [-0.13828, -0.66599, 2.40574], [0.25339, -2.20148, -0.24344], [0.06708, -0.43581, 0.06063], [-2.11101, -0.47263, 0.59186], [-2.18813, -2.24441, 0.81324], [-2.66995, -3.63791, -1.48675], [-0.97154, -3.10316, -1.76535], [-2.41187, -2.73927, -2.92139], [-1.38600, -0.82789, -3.20978], [-0.74641, -0.01076, -1.84444], [-3.07663, 0.64095, -3.46323], [-2.33215, 1.73670, -2.27580], [-4.81053, 0.66841, -1.61569], [-3.62663, 0.71577, -0.44178], [-4.25736, -1.63494, -2.23823], [-4.29192, -1.58563, -0.52745], [-3.05485, 9.17885, -2.87238], [-3.00623, 10.05399, -1.58129], [-3.27824, 9.15893, -0.30720], [-3.27091, 9.89166, 1.10605], [-4.43003, 10.92516, 1.10079], [-1.91123, 10.44457, 1.62762], [-2.06188, 10.63379, 3.13441], [-2.76480, 9.36764, 3.57505], [-3.54844, 8.92231, 2.32538], [-2.74673, 9.81720, -3.70044], [-3.97905, 8.70627, -3.20496], [-2.39353, 8.31867, -2.76829], [-3.75811, 10.83702, -1.67954], [-2.06242, 10.58882, -1.47515], [-2.42703, 8.47815, -0.31693], [-4.24390, 8.66043, -0.39144], [-4.21020, 11.71606, 0.38367], [-4.62658, 11.31104, 2.10107], [-5.26629, 10.30216, 0.78355], [-1.63021, 11.37765, 1.13926], [-1.17114, 9.65995, 1.47038], [-2.70597, 11.46157, 3.43111], [-1.07860, 10.82726, 3.56318], [-3.55071, 9.66257, 4.27037], [-2.13600, 8.57797, 3.98632], [-4.58267, 8.67072, 2.56026], [-3.21376, 7.93020, 2.02238], [3.56401, -3.50816, 10.45012], [2.40417, -4.42473, 10.81951], [2.94455, -5.64633, 11.65076], [1.84168, -6.65322, 12.13484], [0.78128, -5.94889, 12.96811], [1.09616, -7.39030, 10.94754], [0.85839, -8.80964, 11.48371], [1.63172, -8.99654, 12.78294], [2.53378, -7.78649, 12.90686], [4.17711, -3.20934, 11.30036], [3.23807, -2.63087, 9.89136], [4.28911, -3.91326, 9.74427], [1.84909, -4.69664, 9.92171], [1.66014, -3.83299, 11.35276], [3.28599, -5.11386, 12.53845], [3.73846, -6.20445, 11.15446], [0.02078, -6.61329, 13.37837], [0.25134, -5.26980, 12.30021], [1.29146, -5.35883, 13.72947], [0.21564, -6.91385, 10.51652], [1.74162, -7.48961, 10.07484], [-0.21737, -8.85471, 11.65349], [1.00715, -9.54892, 10.69667], [1.10507, -9.25138, 13.70261], [2.30103, -9.85638, 12.75487], [2.67584, -7.41234, 13.92073], [3.43664, -8.13038, 12.40220], [-6.26966, -3.47606, -7.97524], [-6.20145, -5.09038, -8.10366], [-6.30050, -5.68972, -9.41201], [-6.57720, -5.92513, -6.97342], [-4.56369, -5.12561, -8.12733], [-7.75127, -3.34522, -8.33421], [-8.72639, -3.67124, -7.27641], [-8.20754, -3.43265, -9.74936], [-7.80209, -1.73015, -8.21879], [-10.40350, 3.04296, 1.57708], [-9.37182, 4.03744, 2.43807], [-8.07463, 3.42888, 2.95288], [-9.94931, 5.06623, 3.28919], [-8.89134, 4.96246, 1.24066], [-10.33977, 1.88244, 2.49244], [-11.00121, 2.12320, 3.73559], [-9.25993, 0.92632, 2.36846], [-11.62145, 1.11255, 1.81797], [3.30859, 6.73699, 1.53395], [3.33606, 5.70943, 2.56548], [4.51807, 4.79055, 2.60921], [2.04302, 5.14176, 2.96618], [3.64596, 6.72383, 3.82268], [2.87560, 5.69456, 0.22319], [1.57826, 4.99856, 0.31187], [4.05565, 4.98133, -0.26584], [2.66253, 6.84854, -0.91311], [-2.07264, -8.93626, 0.79432], [-3.19282, -8.97319, 1.73115], [-3.64380, -10.28585, 2.19389], [-4.28800, -7.95565, 1.56124], [-2.35983, -8.42362, 3.00126], [-2.73633, -10.00755, -0.39425], [-3.87822, -9.51628, -1.14132], [-2.48059, -11.42268, -0.32988], [-1.57600, -9.57634, -1.48265], [4.72738, -4.85981, -3.11393], [4.46538, -4.85189, -4.59345], [5.58431, -5.05689, -5.50639], [3.34172, -3.97500, -5.01777], [3.78370, -6.35519, -4.60006], [5.62658, -3.43548, -3.15525], [4.91885, -2.22479, -3.46729], [7.02829, -3.57921, -3.59281], [5.83249, -3.30339, -1.53919]],
  "atomic_forces_ev_per_a": [[0.7, 0.4, -1.4], [-1.1, 1.5, 1.1], [-1.1, -0.3, -1.3], [0.3, -1.3, 1.5], [-1.4, -0.2, 1.1], [0.5, 1.1, 0.8], [1.1, -0.3, -2.4], [0.6, 1.0, 1.2], [-0.5, -2.0, -0.4], [0.3, -0.2, 0.2], [0.4, -0.4, 0.7], [-0.4, -0.1, -0.3], [-0.1, 0.1, -0.2], [0.3, 0.0, 0.1], [0.1, -0.3, 0.1], [-0.1, 0.7, 0.1], [0.7, -0.2, 0.2], [-0.1, -0.2, -0.4], [0.3, 0.4, -0.1], [-0.2, 0.2, 0.1], [0.0, -0.2, -0.1], [-0.8, -0.2, -0.2], [0.1, 0.2, -0.2], [-0.6, -0.2, -0.4], [0.9, 0.3, 0.7], [-0.1, -0.2, -0.2], [0.1, 0.3, -0.1], [1.0, -0.4, 0.8], [-1.1, 0.9, -0.6], [0.8, 0.9, -1.3], [-1.9, -2.6, 0.2], [0.0, 1.1, 0.2], [1.6, 1.1, 0.3], [-0.8, -0.8, 0.3], [-0.8, 0.1, 0.6], [-0.4, 1.4, 0.8], [0.1, -0.1, -0.1], [-0.2, 0.1, 0.2], [-0.5, -0.1, -0.1], [0.0, 0.1, 0.1], [0.5, -0.2, -0.4], [-0.2, -0.2, 0.1], [-0.5, -0.2, -0.7], [0.1, 0.4, 0.7], [-0.2, -0.2, -0.6], [0.8, -0.3, -0.2], [-0.3, -0.5, 0.3], [-0.1, -0.2, 0.2], [-0.1, 0.2, 0.0], [0.2, -0.3, 0.0], [0.1, 0.0, -0.6], [0.5, 0.1, 0.0], [0.8, -0.2, -0.4], [0.5, -0.2, 0.2], [0.6, 0.1, 0.4], [-1.4, -0.5, 0.7], [1.1, 1.3, 0.0], [-0.6, 0.1, 1.3], [1.0, -1.2, -0.2], [-0.6, 0.6, -0.3], [0.1, 0.1, -0.4], [-1.2, 0.4, -0.2], [0.5, -1.9, -0.8], [0.3, -0.2, 0.0], [-0.5, 0.5, 0.7], [0.5, 0.2, -0.1], [-0.2, 0.0, 0.1], [0.2, -0.4, -0.1], [-0.3, -0.4, 0.5], [0.2, -0.1, 0.2], [0.0, -0.1, 0.2], [0.3, -0.1, -0.1], [-0.2, 0.5, 0.0], [-0.1, -0.2, -0.4], [0.0, 0.0, -0.3], [0.2, 0.3, -0.4], [-0.1, -0.2, 0.1], [0.4, -0.4, 0.6], [-0.1, 0.1, -0.2], [-0.4, 1.0, -0.5], [0.5, 0.1, -0.4], [0.6, 0.2, -0.6], [0.1, -0.7, -0.4], [-2.0, 1.4, 0.0], [-0.1, -0.1, -1.5], [0.5, 0.3, -0.6], [1.6, -0.7, 0.0], [-1.9, 0.3, 0.0], [0.7, -0.9, 0.6], [-0.9, 0.3, -0.2], [-0.3, 0.2, 0.2], [-0.3, 0.2, 0.5], [-0.1, -0.7, 0.0], [0.3, -0.5, -0.2], [0.2, -0.1, 0.6], [0.4, -0.7, 0.3], [-0.2, 0.0, 0.0], [0.5, -0.4, 0.0], [0.2, 0.0, 0.0], [-0.1, -0.2, 0.1], [0.0, 0.5, 0.9], [0.7, 0.5, 0.3], [0.0, -0.3, 0.4], [0.5, 0.0, 0.2], [-0.8, 0.6, -0.3], [0.0, -0.1, -0.5], [0.4, -0.2, -0.1], [0.3, 1.1, 0.0], [0.6, -2.6, -0.1], [5.1, -4.2, -0.2], [-1.8, 0.9, 0.4], [0.1, 2.0, -1.2], [-0.2, 0.5, 1.3], [-7.6, 5.0, -1.7], [1.9, -0.6, -1.9], [1.4, -1.0, 3.0], [0.5, 0.2, 0.2], [3.0, 5.8, -1.2], [3.3, 2.0, 1.2], [-4.1, 1.4, -1.7], [-0.1, -1.8, -0.8], [0.1, -0.4, -0.7], [-3.4, -8.3, 2.2], [1.4, 0.4, 1.5], [-1.0, 1.2, 0.2], [0.8, -0.2, -0.7], [-1.5, 1.7, -7.2], [1.8, -6.1, 9.4], [-2.9, 2.1, -0.3], [1.8, 0.6, -0.5], [0.0, -0.3, -0.7], [0.4, -0.3, -2.2], [2.7, 1.9, -0.4], [-2.3, 1.1, 0.8], [-0.1, -0.6, 1.1], [2.0, -2.6, -5.6], [-7.4, 2.2, 6.6], [0.4, 1.2, -0.8], [2.9, -2.4, 0.4], [-0.2, 0.2, 0.1], [2.7, 0.9, -4.9], [0.5, -0.6, 2.1], [-0.5, 1.2, 1.2], [-0.2, -0.2, 0.9], [2.8, 3.3, 2.5], [-4.8, -3.2, -6.8], [-1.2, 0.9, 1.0], [2.5, -1.7, 0.5], [0.3, 1.1, -0.1], [3.5, 0.7, 3.5], [0.3, -0.8, -0.2], [-2.9, 0.2, 0.5], [-0.4, -0.3, -1.0]],
  "mulliken_charge": [-1.34, -0.32, -0.79, 0.22, -0.97, -0.76, -0.78, -0.58, -0.50, 0.34, 0.38, 0.39, 0.33, 0.38, 0.47, 0.36, 0.29, 0.31, 0.49, 0.43, 0.50, 0.29, 0.45, 0.30, 0.38, 0.42, 0.28, -1.54, -0.10, -0.66, 0.26, -1.06, -0.53, -0.47, -0.65, -0.67, 0.40, 0.39, 0.36, 0.32, 0.25, 0.27, 0.44, 0.37, 0.33, 0.53, 0.35, 0.27, 0.30, 0.33, 0.47, 0.29, 0.42, 0.33, -1.33, -0.24, -0.84, 0.24, -1.00, -0.64, -0.73, -0.42, -0.77, 0.37, 0.37, 0.36, 0.29, 0.34, 0.44, 0.42, 0.29, 0.42, 0.40, 0.38, 0.46, 0.31, 0.42, 0.27, 0.35, 0.47, 0.35, -1.42, -0.19, -0.77, 0.24, -0.98, -0.74, -0.50, -0.73, -0.52, 0.36, 0.39, 0.36, 0.37, 0.33, 0.39, 0.37, 0.37, 0.40, 0.35, 0.41, 0.37, 0.30, 0.38, 0.33, 0.36, 0.41, 0.38, -0.20, 1.07, -0.55, -0.55, -0.33, 1.05, -0.59, -0.58, -0.32, -0.24, 1.06, -0.59, -0.58, -0.26, 1.09, -0.59, -0.56, -0.33, -0.22, 1.02, -0.60, -0.60, -0.33, 1.07, -0.53, -0.55, -0.27, -0.19, 1.03, -0.60, -0.61, -0.31, 1.06, -0.53, -0.53, -0.31, -0.22, 1.06, -0.58, -0.59, -0.32, 1.07, -0.55, -0.58, -0.29]
}